Below is 4 unconnected molecules or ions with the total composition C12H16O12, with properties calculated with the ωB97M-V functional and the def2-TZVPD basis.

Geometry as XYZ:
```
40
Properties=species:S:1:pos:R:3:forces:R:3
O -1.016 4.511 -4.667 -2.3 -1.8 -1.9
C -1.763 3.803 -5.346 3.3 1.5 2.7
O -1.543 3.422 -6.580 2.8 1.7 -1.4
C -2.560 2.679 -7.129 -0.4 -1.0 -0.6
C -3.561 2.787 -5.999 -3.0 -1.1 -2.1
O -2.821 3.139 -4.916 -0.6 0.6 2.5
H -2.825 3.139 -8.082 -0.4 -0.1 0.2
H -2.182 1.679 -7.341 -0.1 -0.2 0.1
H -4.189 1.919 -5.799 0.5 -0.3 0.1
H -4.307 3.527 -6.286 0.1 0.6 0.3
O 2.650 -0.989 -0.696 0.7 -1.9 -5.2
C 2.901 -1.412 -1.856 0.5 1.3 3.4
O 3.688 -2.505 -2.126 -0.7 -0.3 0.8
C 3.749 -2.773 -3.525 0.3 1.7 -0.4
C 3.232 -1.448 -4.092 -0.1 -0.6 -1.2
O 2.605 -0.811 -3.035 -1.0 0.7 2.2
H 4.795 -2.805 -3.830 -0.1 -0.9 0.2
H 3.121 -3.585 -3.891 0.3 -0.3 0.6
H 2.462 -1.628 -4.842 0.3 0.2 -0.3
H 4.040 -0.819 -4.468 -0.1 0.0 -0.1
O -2.594 5.547 5.825 1.5 0.0 -3.9
C -1.755 5.283 4.952 -2.1 1.2 2.4
O -0.656 4.695 5.323 1.0 -1.5 1.1
C -0.032 4.074 4.225 1.6 0.1 0.8
C -0.515 4.898 3.063 1.1 -1.1 0.0
O -1.660 5.536 3.596 -1.6 0.3 0.4
H 1.024 4.207 4.458 0.1 -0.3 -0.5
H -0.248 3.007 4.162 -0.3 0.1 0.1
H -0.688 4.175 2.265 -0.8 0.6 -0.4
H 0.294 5.562 2.759 -0.6 0.6 -0.1
O 1.534 -6.884 7.501 -2.2 1.3 -4.8
C 0.936 -6.514 6.466 1.1 0.3 3.2
O -0.328 -6.952 6.101 1.4 -0.3 2.1
C -0.863 -6.184 5.084 1.1 0.2 -2.2
C 0.198 -5.128 4.823 -0.4 1.3 -0.3
O 1.342 -5.466 5.612 -1.1 -1.9 0.9
H -0.840 -6.813 4.194 -0.9 -0.2 0.0
H -1.818 -5.679 5.231 -0.1 -0.7 0.6
H -0.202 -4.156 5.110 0.4 0.2 0.4
H 0.394 -5.038 3.755 0.6 -0.2 0.1
```
Positions in Å, forces in eV/Å.

strongest force on any atom: 5.54 eV/A
energy above the lowest of the compared OMol25 structures with the same formula, charge and spin: 276.24 kJ/mol
SMILES string: O=C1OCCO1.O=C1OCCO1.O=C1OCCO1.O=C1OCCO1
LUMO energy: 0.3 eV
multiplicity: 1